Density functional theory data (ωB97M-V with the def2-TZVPD basis set) for a structure of composition C41H41CuO3P3SiTe.

- DFT total energy: -137005.6297 eV
- 2S+1: 2
- <S²>: 0.75
- LUMO level (alpha / beta): 0.4 / -1.0 eV

Each line ends with the Mulliken charge.
CARTESIAN COORDINATES (ANGSTROEM)
Cu (-0.35973, 0.25452, 1.05196)  0.3234
C (2.98203, -1.02811, 1.23699)  -0.8359
Si (1.60569, -0.57450, 0.06006)  0.5363
C (1.48935, -2.00666, -1.17491)  0.5101
C (2.67173, -2.31797, -1.85156)  -1.0456
C (2.76745, -3.41626, -2.69446)  -0.8734
C (1.66891, -4.24794, -2.84766)  -0.9147
C (0.48748, -3.96386, -2.17607)  -0.7753
C (0.38697, -2.85459, -1.33722)  1.3592
P (-1.20816, -2.35537, -0.58120)  1.3257
C (-2.31006, -3.77676, -0.93751)  -0.0838
C (-3.25958, -3.61326, -1.94247)  -0.1565
C (-4.12449, -4.64748, -2.27744)  -0.6488
C (-4.05210, -5.85423, -1.59924)  -0.5210
C (-3.11498, -6.02474, -0.58685)  -0.7308
C (-2.24907, -4.99345, -0.25891)  -0.1280
C (-0.88835, -2.64002, 1.20265)  -0.0823
C (0.21297, -3.32548, 1.71048)  -0.0608
C (0.34796, -3.53014, 3.07589)  -0.8116
C (-0.61424, -3.05173, 3.95112)  -0.5889
C (-1.71539, -2.36521, 3.45959)  -0.6961
C (-1.84885, -2.15376, 2.09621)  -0.7585
C (2.07524, 1.06124, -0.78323)  0.1259
C (3.40794, 1.41380, -1.01360)  -0.6332
C (3.74632, 2.64922, -1.54557)  -0.9496
C (2.75124, 3.56378, -1.86089)  -0.7134
C (1.42128, 3.23729, -1.64641)  -0.7864
C (1.08427, 1.99935, -1.10912)  0.7297
P (-0.64554, 1.48184, -0.81869)  2.1028
C (-1.66146, 2.98955, -0.72449)  0.5614
C (-2.22652, 3.33310, 0.50047)  -0.8822
C (-3.02537, 4.46431, 0.61152)  -0.6764
C (-3.27083, 5.25069, -0.50274)  -0.6113
C (-2.72468, 4.90425, -1.73354)  -0.7803
C (-1.92865, 3.77714, -1.84621)  -0.4285
C (-1.15184, 0.75194, -2.41408)  0.7155
C (-0.22474, 0.21126, -3.29690)  -0.5242
C (-0.65271, -0.41751, -4.46037)  -0.7014
C (-2.00415, -0.49514, -4.75408)  -0.5598
C (-2.93546, 0.05120, -3.87790)  -0.7781
C (-2.51209, 0.65905, -2.70972)  -0.4404
H (3.95993, -0.96377, 0.75441)  0.4933
H (2.96680, -0.36240, 2.09903)  -0.1876
H (2.84772, -2.05302, 1.58693)  0.3674
H (3.53518, -1.66817, -1.74683)  0.2437
H (3.69182, -3.61894, -3.21969)  0.4247
H (1.72843, -5.12659, -3.47703)  0.3952
H (-0.35692, -4.63056, -2.29865)  0.3758
H (-3.31704, -2.66649, -2.46440)  0.3558
H (-4.85684, -4.50765, -3.06233)  0.4252
H (-4.72631, -6.66174, -1.85429)  0.3776
H (-3.06157, -6.96332, -0.05055)  0.4234
H (-1.52369, -5.13318, 0.53354)  0.3214
H (0.96266, -3.71532, 1.03110)  0.5912
H (1.21787, -4.04942, 3.45739)  0.4363
H (-0.49326, -3.19095, 5.01688)  0.4163
H (-2.46129, -1.97909, 4.14144)  0.4482
H (-2.71058, -1.61665, 1.71179)  0.3885
H (4.20013, 0.71923, -0.76218)  0.2619
H (4.78666, 2.90227, -1.70612)  0.4133
H (3.00991, 4.53370, -2.26539)  0.4099
H (0.65063, 3.96028, -1.88230)  0.3682
H (-2.03590, 2.71568, 1.37029)  0.3443
H (-3.45634, 4.72512, 1.56920)  0.5003
H (-3.89676, 6.12933, -0.41873)  0.3996
H (-2.92851, 5.50863, -2.60776)  0.4189
H (-1.52547, 3.49782, -2.81259)  0.5059
H (0.83405, 0.26657, -3.08076)  0.3839
H (0.07613, -0.84725, -5.13508)  0.4599
H (-2.33446, -0.97392, -5.66689)  0.3952
H (-3.99292, -0.00932, -4.10084)  0.4457
H (-3.24365, 1.06850, -2.02260)  0.4584
C (4.21326, 1.90905, 3.68028)  -1.1516
C (2.87926, 1.87777, 4.39074)  -0.4704
O (1.92854, 1.27435, 3.50178)  0.2556
P (0.33417, 1.43009, 3.64573)  -1.6399
O (-0.23933, 0.19733, 2.95680)  0.3832
Te (-0.35881, 1.93627, 5.81128)  -0.2949
O (0.01248, 2.60693, 2.57792)  -0.0210
C (0.22572, 3.99790, 2.85897)  -0.4535
C (1.34069, 4.52819, 1.98698)  -0.6577
H (4.94767, 2.42611, 4.29909)  0.3989
H (4.13025, 2.43152, 2.72636)  0.1711
H (4.57757, 0.90057, 3.48459)  0.3150
H (2.55004, 2.88027, 4.67020)  0.3879
H (2.92492, 1.28662, 5.30605)  0.3846
H (0.43914, 4.12624, 3.92237)  0.4489
H (-0.71494, 4.50967, 2.65064)  0.2537
H (2.28246, 4.02494, 2.21002)  0.1025
H (1.46701, 5.59863, 2.15749)  0.4617
H (1.11571, 4.36885, 0.93188)  -0.0491

Force components x, y, z for each atom (eV/Å):
-0.10 -0.26 -0.13
-0.02 -0.06 0.16
0.02 0.11 -0.07
0.25 0.06 0.06
-0.03 0.10 -0.15
-0.06 0.01 0.03
0.00 0.03 0.07
0.02 -0.07 0.04
-0.23 -0.02 -0.24
-0.04 -0.02 0.25
0.04 -0.02 -0.08
0.01 -0.05 0.00
0.02 0.01 0.00
0.02 -0.01 0.01
-0.02 0.02 -0.02
0.00 0.00 0.01
-0.13 0.04 0.10
0.03 -0.12 -0.04
0.07 0.09 -0.05
-0.07 0.09 0.01
-0.04 -0.07 -0.02
0.06 -0.20 -0.06
0.11 -0.02 -0.02
-0.04 0.04 -0.03
-0.01 -0.01 0.00
0.00 0.00 0.02
-0.02 0.02 -0.03
-0.10 -0.02 -0.07
0.13 0.10 -0.10
-0.03 -0.04 -0.01
0.00 -0.02 0.02
0.03 0.00 -0.02
0.01 -0.01 -0.01
-0.01 0.00 0.01
0.02 0.00 -0.01
-0.03 -0.04 0.15
0.01 -0.04 0.00
0.00 0.00 0.02
-0.01 0.02 -0.01
0.01 -0.07 -0.01
-0.02 0.02 0.07
0.03 -0.01 -0.04
0.02 0.01 0.00
0.00 0.03 0.02
0.03 -0.02 0.06
0.01 -0.02 0.00
0.00 0.02 -0.04
-0.03 0.05 -0.01
-0.01 0.07 -0.04
0.00 0.00 0.00
-0.01 0.00 0.00
0.00 -0.01 0.00
0.00 0.01 0.01
0.00 0.01 0.01
0.00 -0.04 0.00
-0.03 -0.01 0.02
0.02 0.04 0.00
-0.01 0.02 0.02
0.02 -0.01 0.02
0.00 0.00 0.00
0.00 0.01 0.00
0.01 -0.01 0.01
0.00 0.02 -0.01
-0.01 -0.01 0.01
0.00 0.01 0.00
0.00 0.01 0.00
-0.01 -0.01 0.00
0.02 0.01 0.00
0.01 0.01 0.00
0.00 -0.02 0.01
-0.01 0.01 0.00
0.00 0.00 -0.01
0.02 0.02 0.03
0.01 -0.01 -0.04
0.09 -0.05 0.07
-0.03 -0.17 -0.08
0.08 0.39 0.10
-0.03 -0.04 0.03
-0.13 0.05 0.07
0.08 -0.03 -0.01
0.01 0.03 -0.01
0.02 -0.01 0.00
0.00 0.03 0.00
-0.01 -0.02 0.00
0.00 0.03 -0.03
-0.02 0.01 0.02
-0.01 0.00 0.00
0.00 0.01 -0.02
0.01 -0.01 0.01
0.03 0.01 0.00
-0.02 0.00 -0.01



Density functional theory data (ωB97M-V with the def2-TZVPD basis set) for the molecule C4H7NO.

- DFT total energy: -7797.4558 eV
- 2S+1: 1
- Energy above the lowest of the compared OMol25 structures with the same formula, charge and spin: 50.5 kcal/mol
- LUMO level: 0.9 eV
- Structure (SMILES): O=CC[C@H]1CN1

Each line ends with the Mulliken charge.
CARTESIAN COORDINATES (ANGSTROEM)
O (0.56252, -1.95746, -1.16334)  -0.4670
C (-0.45055, -1.31292, -1.30488)  0.0715
C (-0.50992, 0.18414, -1.08497)  -0.7472
C (-0.50487, 0.51501, 0.40452)  0.0959
C (0.57178, -0.02330, 1.26570)  -0.4425
N (0.58451, 1.37915, 0.85525)  -0.6155
H (-1.39796, -1.82204, -1.58110)  0.3314
H (-1.38794, 0.61019, -1.58336)  0.3282
H (0.39221, 0.62949, -1.51622)  0.2743
H (-1.48347, 0.65843, 0.86257)  0.3873
H (1.32807, -0.64910, 0.79958)  0.2483
H (0.33794, -0.27373, 2.29867)  0.2966
H (0.28062, 1.97683, 1.61858)  0.2388

Force components x, y, z for each atom (eV/Å):
-0.46 0.24 -0.15
0.27 -0.17 0.07
0.07 0.05 -0.04
-0.20 -0.13 -0.05
0.08 -0.27 0.10
0.00 0.26 0.12
0.08 0.03 0.03
0.13 -0.06 0.10
-0.09 -0.10 0.03
0.19 -0.04 -0.07
-0.07 0.15 0.11
0.00 0.09 -0.17
0.01 -0.06 -0.09



Density functional theory data (ωB97M-V with the def2-TZVPD basis set) for a cluster of 6 separate species, C5H24N3O5 in total.

- DFT total energy: -20264.4132 eV
- 2S+1: 2
- Total charge: +2
- <S²>: 0.79
- LUMO level (alpha / beta): -7.0 / -11.3 eV

Each line ends with the Mulliken charge.
CARTESIAN COORDINATES (ANGSTROEM)
C (-1.06192, 0.36636, 2.50247)  -0.8252
C (0.34854, 0.36181, 1.81304)  0.6209
C (1.35141, -0.73923, 2.16274)  -0.6276
C (2.73786, -0.60757, 1.47431)  -0.7958
N (2.66093, -0.28484, 0.03796)  0.0625
C (2.85386, -1.21955, -0.94657)  -0.0586
N (2.37922, -0.84909, -2.08243)  -0.3125
N (-2.19224, 0.81054, 1.46230)  0.0069
H (-1.05314, 1.05021, 3.34195)  0.3401
H (-1.14687, -0.68317, 2.82694)  0.4392
H (0.83476, 1.31073, 2.07418)  0.3907
H (0.21472, 0.35939, 0.72203)  -0.7197
H (0.95426, -1.74148, 2.01367)  0.4189
H (1.64294, -0.62883, 3.18035)  0.4511
H (3.15612, 0.19516, 2.06630)  0.3808
H (3.28937, -1.57650, 1.59929)  0.3522
H (2.26094, 0.62236, -0.12220)  0.4228
H (3.56640, -2.00128, -0.71357)  0.4515
H (2.64084, -1.40411, -2.88691)  0.2669
H (-3.01519, 0.84091, 2.03186)  0.4746
H (-1.75415, 1.58960, 0.97238)  0.3207
H (-2.46876, -0.05952, 0.86294)  0.1278
H (-1.01195, -1.17644, -1.70456)  0.4004
H (-0.08677, -1.03930, -0.48740)  0.1509
O (-0.62888, -1.67289, -0.96140)  -0.6808
H (1.17815, 0.37675, -1.82884)  0.2249
H (0.92876, 1.77370, -2.59364)  0.3121
O (0.50782, 1.13251, -2.04462)  -0.6308
H (-0.55909, 3.39466, -0.40987)  0.2917
H (-0.27381, 1.93854, -0.90834)  0.3893
O (-0.46756, 2.46515, -0.13569)  -0.6360
H (-4.21147, -1.73314, -0.10439)  0.2920
H (-2.70207, -2.09376, -0.55888)  0.3034
O (-3.29139, -1.50647, 0.01840)  -0.6485
H (-2.89219, 1.74327, -2.79247)  0.2904
H (-3.26049, 0.28657, -2.35519)  0.2968
O (-2.78728, 1.06143, -2.10424)  -0.5441

Force components x, y, z for each atom (eV/Å):
0.99 -1.06 -1.50
0.13 0.95 -0.39
-0.97 -0.35 -0.42
0.29 -1.04 -0.39
-0.04 -1.77 2.39
0.77 1.84 0.16
0.19 -0.13 -0.02
1.92 -4.37 1.57
-0.36 0.03 0.00
-1.11 0.54 0.00
-0.13 0.02 -0.42
-0.17 0.25 0.31
-0.10 -0.08 -0.09
-0.03 -0.26 1.06
0.87 0.39 -0.56
-0.32 1.09 -0.07
-0.36 0.61 -0.87
-0.33 -0.54 0.06
-0.05 -0.48 -0.23
-0.79 1.49 0.21
-0.68 0.88 -0.79
0.77 1.40 0.08
0.26 0.08 0.16
-0.21 0.11 -0.02
-0.07 -0.09 -0.36
-1.41 1.98 -1.59
0.73 0.56 -0.80
0.71 -2.63 1.24
-0.02 -0.56 0.13
0.17 -0.35 -1.04
-0.70 1.38 1.71
-0.30 -0.31 -0.16
-1.39 1.07 1.35
1.79 -0.56 -0.85
-0.15 -0.69 0.30
-0.78 -0.60 -0.58
0.90 1.20 0.39



Density functional theory data (ωB97M-V with the def2-TZVPD basis set) for the molecule C5H5NO.

- DFT total energy: -8801.9637 eV
- 2S+1: 1
- Energy above the lowest of the compared OMol25 structures with the same formula, charge and spin: 33.6 kcal/mol
- LUMO level: 0.7 eV
- Structure (SMILES): N#C[C@@H]1C[C@@H]1C=O

Each line ends with the Mulliken charge.
CARTESIAN COORDINATES (ANGSTROEM)
N (0.34427, -1.70552, -2.04418)  -0.4362
C (0.33065, -0.65878, -1.55043)  0.1122
C (0.20937, 0.58584, -0.81966)  0.0060
C (0.99121, 0.78722, 0.44846)  -0.6988
C (-0.45809, 0.43147, 0.54281)  0.0563
C (-0.92876, -0.96519, 0.82273)  -0.2152
O (-2.09679, -1.20673, 0.99209)  -0.4734
H (-0.04438, 1.44831, -1.42733)  0.3630
H (1.74019, 0.04872, 0.71849)  0.2747
H (1.25172, 1.81510, 0.68807)  0.2678
H (-1.17024, 1.19660, 0.83356)  0.3665
H (-0.16916, -1.77702, 0.79539)  0.3768

Force components x, y, z for each atom (eV/Å):
0.13 1.06 0.33
0.09 -0.86 -0.45
-0.03 0.01 -0.19
0.15 -0.05 0.06
-0.22 0.02 0.10
-0.35 0.01 0.04
0.42 0.01 0.14
0.02 -0.13 0.14
-0.16 0.03 -0.07
-0.03 -0.25 -0.06
0.07 -0.09 -0.11
-0.10 0.22 0.08



Density functional theory data (ωB97M-V with the def2-TZVPD basis set) for the molecule C4H8N2.

- DFT total energy: -7256.5701 eV
- 2S+1: 1
- Energy above the lowest of the compared OMol25 structures with the same formula, charge and spin: 30.1 kcal/mol
- LUMO level: 0.9 eV
- Structure (SMILES): [H]/N=C\N1CCC1

Each line ends with the Mulliken charge.
CARTESIAN COORDINATES (ANGSTROEM)
H (1.33929, 0.01732, -2.29197)  0.2322
N (0.54339, -0.53973, -2.62388)  -0.7004
C (-0.34458, -0.63298, -1.69365)  0.1444
N (-0.27414, -0.09338, -0.42979)  -0.0235
C (-1.08357, -0.21384, 0.80304)  -0.5310
C (0.07981, 0.52175, 1.56423)  -0.4111
C (0.91107, 0.39192, 0.24761)  -0.6428
H (-1.27657, -1.15881, -1.88889)  0.3537
H (-1.32052, -1.22229, 1.10543)  0.2734
H (-2.04671, 0.31461, 0.76157)  0.2421
H (0.47814, -0.00867, 2.40521)  0.2518
H (-0.06390, 1.57750, 1.81769)  0.2301
H (1.27710, 1.37159, -0.09775)  0.2988
H (1.78120, -0.32497, 0.32116)  0.2822

Force components x, y, z for each atom (eV/Å):
-0.11 -0.19 -0.08
-0.60 0.02 0.90
0.56 0.37 0.04
0.12 -0.37 -0.21
-0.10 1.09 -0.40
-0.11 -0.20 -1.02
0.77 0.23 0.67
-0.03 -0.04 -0.06
0.32 -0.51 0.21
0.30 0.08 -0.06
0.16 -0.24 0.44
-0.40 -0.39 0.01
0.03 -0.38 -0.15
-0.90 0.52 -0.30



Density functional theory data (ωB97M-V with the def2-TZVPD basis set) for a cluster of 5 separate species, H11O5 in total.

- DFT total energy: -10409.4363 eV
- 2S+1: 1
- Energy above the lowest of the compared OMol25 structures with the same formula, charge and spin: 24.0 kcal/mol
- Total charge: +1
- LUMO level: -3.0 eV

Each line ends with the Mulliken charge.
CARTESIAN COORDINATES (ANGSTROEM)
O (0.36072, -3.15494, -0.42498)  -0.6869
H (-0.02438, -4.10268, -0.26163)  0.3452
H (1.06464, -3.18082, 0.22104)  0.3294
O (-0.45520, 0.05039, 1.53413)  -0.5785
H (-1.08188, -0.06563, 2.24180)  0.3271
H (-0.23008, 0.94689, 1.64973)  0.4129
O (0.77783, 0.87011, -2.36066)  -0.6854
H (0.37823, 0.52729, -3.16793)  0.3577
H (1.72242, 1.21355, -2.54700)  0.3567
O (-0.03659, 2.70983, 2.01978)  -0.7203
H (-0.90620, 3.10134, 2.37593)  0.3359
H (0.46025, 3.60501, 1.97985)  0.3408
O (-0.70851, -0.54472, -0.81682)  -0.4766
H (-0.26052, -1.36603, -1.01964)  0.3874
H (-0.61531, -0.20039, 0.21094)  0.4827
H (-0.01324, 0.07607, -1.29467)  0.4716

Force components x, y, z for each atom (eV/Å):
-1.24 -2.79 0.49
0.68 2.66 -0.83
0.58 0.36 0.25
-0.12 -1.48 -0.29
-0.71 -0.75 0.28
1.14 2.65 0.15
1.93 0.71 -0.09
0.38 0.27 -0.36
-2.38 -0.99 0.28
-1.09 3.67 0.86
1.57 -1.25 -0.72
-0.58 -2.42 -0.13
1.26 2.43 -0.78
0.01 -1.83 0.76
-0.43 -1.21 0.04
-1.00 -0.04 0.08



So what do the calculations give for F_max? Going down the list: 0.41, 0.54, 5.03, 1.11, 1.16, 3.92 eV/Å.
So what do the calculations give for M? Going down the list: 893.930, 85.106, 206.263, 95.101, 84.122, 91.083 g mol⁻¹.